Record 1
The following is a DFT calculation (wB97M-V/def2-TZVPD) of C4H4Br2 in the gas phase.

Summary:
multiplicity	1
lowest unoccupied orbital energy (spin up / spin down)	-0.879 / -0.299	eV
E_HOMO (spin up / spin down)	-8.49 / -8.58	eV

Element x y z (Å)
C 0.1717 -1.7437 -0.2607
C 0.1924 1.7865 -0.3745
C -0.0135 0.5393 -0.2234
C -0.4892 -0.5800 0.5048
Br 1.9895 -2.0768 0.1094
Br -0.8217 3.3083 0.3887
H 1.0049 2.0758 -1.1372
H -0.1753 -0.4614 1.4809
H -0.2750 -2.2028 -1.0993
H -1.5838 -0.6453 0.6112

Cartesian forces (eV/Å) of the 2 atoms listed first:
0.429 1.337 1.688
1.731 1.202 -2.268


Record 2
The following is a DFT calculation (wB97M-V/def2-TZVPD) of 2 unconnected molecules or ions with the total composition C6H13N2O.

Summary:
total charge	+1
multiplicity	1
lowest unoccupied orbital energy	-2.649	eV
E_HOMO	-14.28	eV

Element x y z (Å)
C -3.2300 -0.5248 -0.0783
C -2.3808 0.4854 -0.7924
C 3.4712 -1.0328 -0.5207
C -1.7411 -0.6786 -0.1037
C 2.2172 -0.4911 -0.0715
C 1.6283 1.7863 0.0948
N 1.3709 0.3705 0.2436
N -0.9622 -0.4202 1.1177
O 2.3129 -1.7952 -0.0633
H -3.7015 -0.2326 0.8483
H -3.8231 -1.2115 -0.6607
H -2.3855 0.4966 -1.8707
H -2.2728 1.4699 -0.3597
H 3.6815 -1.1254 -1.5768
H 4.3183 -1.0621 0.1510
H -1.2988 -1.4701 -0.6958
H 1.0306 2.1668 -0.7348
H 1.3138 2.2870 1.0079
H 2.6767 2.0058 -0.0976
H 0.0757 -0.0683 0.7972
H -1.4162 0.3083 1.6755
H -0.8851 -1.2639 1.6900

Cartesian forces (eV/Å) of the 2 atoms listed first:
0.009 -0.051 0.058
0.084 0.038 -0.057


Record 3
The following is a DFT calculation (wB97M-V/def2-TZVPD) of a molecular structure, C21H29CrN5O4PS3.

Summary:
total charge	-1
multiplicity	5
lowest unoccupied orbital energy (spin up / spin down)	1.726 / 1.619	eV
E_HOMO (spin up / spin down)	-3.95 / -4.66	eV

Element x y z (Å)
Cr 0.0478 -0.1478 0.5433
C 1.0509 -4.4495 0.7894
C 0.4864 -3.2221 0.4059
N 0.7943 -2.0901 1.0028
C 1.6755 -2.1135 2.0291
C 2.2482 -3.2865 2.5093
C 1.9267 -4.4815 1.8429
C 3.1148 -3.2165 3.6642
C 3.3528 -2.0424 4.2809
C 2.7928 -0.8084 3.7801
C 2.9991 0.4495 4.3801
C 2.4650 1.5655 3.7990
C 1.7192 1.4352 2.6108
N 1.4909 0.2651 2.0560
C 2.0035 -0.8441 2.6386
H 0.7734 -5.3486 0.2578
H -0.2372 -3.1463 -0.3966
H 2.3698 -5.4144 2.1709
H 3.5534 -4.1344 4.0360
H 3.9833 -2.0011 5.1608
H 3.5614 0.5171 5.3040
H 2.5993 2.5470 4.2304
H 1.2865 2.2859 2.0998
O -1.3035 2.4318 2.1995
S -2.5348 1.4321 2.5901
O -3.3483 1.3499 1.3997
O -3.1248 2.0680 3.7421
S -1.6498 -0.2877 3.0430
C -1.5730 3.8533 -1.1407
N -1.5686 3.7343 0.3019
C -2.6474 4.4384 0.9621
C -0.9980 2.5666 0.7825
N -0.2564 1.7813 0.1957
H -2.3963 3.2787 -1.5851
H -0.6380 3.4682 -1.5391
H -1.6823 4.9056 -1.4132
H -3.5939 4.2700 0.4362
H -2.4424 5.5147 0.9707
H -2.7696 4.1020 1.9848
O -3.1505 -0.1078 -2.3793
S -2.8125 -0.7056 -1.0771
N -1.4320 -0.7590 -0.6172
C 3.2113 -1.6531 -4.0624
C 1.7936 -2.2058 -4.2042
P 0.5944 -1.5637 -2.9341
C -0.8711 -2.5184 -3.5616
C -1.5784 -1.9796 -4.8030
C 0.2647 0.1386 -3.5630
C 1.2078 1.1866 -2.9716
H 3.9247 -2.2227 -4.6626
H 3.5427 -1.6903 -3.0225
H 3.2690 -0.6142 -4.3872
H 1.8152 -3.2897 -4.0579
H 1.4172 -2.0214 -5.2157
H -1.5900 -2.5954 -2.7449
H -0.4981 -3.5310 -3.7479
H -2.0944 -1.0497 -4.5735
H -2.3251 -2.6939 -5.1575
H -0.8812 -1.7999 -5.6246
H -0.7580 0.3812 -3.2633
H 0.3171 0.1317 -4.6556
H 1.0974 1.2330 -1.8872
H 0.9677 2.1782 -3.3613
H 2.2547 0.9822 -3.2062

Cartesian forces (eV/Å) of the 2 atoms listed first:
-0.112 0.469 0.488
-0.077 0.110 -0.002


Record 4
The following is a DFT calculation (wB97M-V/def2-TZVPD) of 4 unconnected molecules or ions with the total composition C11H25N3O9P.

Summary:
total charge	-1
multiplicity	1
lowest unoccupied orbital energy	2.426	eV
E_HOMO	-3.88	eV

Element x y z (Å)
N 3.0538 4.7367 -0.3025
C 2.5474 3.5941 -0.3861
C 1.5747 3.2259 -1.4353
N 0.3861 2.5371 -0.9657
P -0.3884 3.3284 0.2091
N -1.1191 4.6973 -0.1340
H 3.6876 4.7720 0.4926
H 2.8300 2.8361 0.3379
H 2.1136 2.5310 -2.0800
H 1.3928 4.1185 -2.0378
H -1.3527 2.4121 0.6807
H 0.4923 3.5293 1.3103
H -0.9370 4.9006 -1.1099
C -2.8903 -4.1251 1.0281
O -3.0069 -2.8333 0.4409
C -1.8360 -2.1957 0.2783
O -0.7597 -2.6481 0.5838
O -2.0768 -1.0198 -0.2634
C -0.9095 -0.1974 -0.5065
H -3.8984 -4.5244 1.1007
H -2.2870 -4.7813 0.4027
H -2.4579 -4.0595 2.0257
H -0.2354 -0.6963 -1.1978
H -0.3992 0.0278 0.4241
H -1.2494 0.7259 -0.9548
C 3.4008 -1.1855 -6.7329
O 3.0309 -0.0459 -5.9646
C 1.9037 -0.2071 -5.2533
O 1.2339 -1.2087 -5.2406
O 1.6722 0.9101 -4.5886
C 0.4889 0.8977 -3.7653
H 4.3185 -0.9237 -7.2530
H 3.5846 -2.0434 -6.0883
H 2.6296 -1.4271 -7.4626
H 0.5644 0.1286 -3.0032
H -0.3958 0.7393 -4.3805
H 0.4180 1.8606 -3.2755
C 0.0165 -2.8638 4.0134
O -0.9946 -2.7782 5.0268
C -1.2573 -1.5374 5.4316
O -0.7238 -0.5358 5.0401
O -2.2214 -1.5966 6.3570
C -2.6049 -0.3223 6.8745
H 0.1314 -3.9176 3.7779
H -0.2891 -2.3325 3.1155
H 0.9628 -2.4719 4.3806
H -2.9966 0.3127 6.0827
H -1.7621 0.1652 7.3606
H -3.3853 -0.5087 7.6068

Cartesian forces (eV/Å) of the 2 atoms listed first:
0.524 1.317 0.045
0.051 -0.491 0.277


Energy relative to the best compared isomer or geometry (same formula, charge and spin)
In order: 81.3 67.5 38.4 0.0
Unit: kcal/mol
Max |F|
In order: 3.1 1.3 0.7 1.6
Unit: eV/A